126
Properties=species:S:1:pos:R:3:forces:R:3:mulliken_charge:R:1 method="wB97M-V/def2-TZVPD" e_lumo_ev=-6.19 spin_multiplicity=1 charge=+2 e_above_lowest_kcal_mol=35.1 total_energy_ev=-130900.675 molar_mass_g_mol=1055.0 homo_energy_ev=-13.04
Ti -0.2693 -0.5040 0.4921 0.7 0.9 -0.4 0.269
O -2.0400 -0.3951 0.8994 -0.8 -0.1 0.2 0.841
C -3.1219 -1.1241 1.2318 0.3 0.1 -0.1 1.047
C -4.3173 -0.5114 1.5906 -0.1 0.0 0.1 -1.063
C -5.4107 -1.2962 1.9049 0.0 0.0 0.0 -0.868
C -5.3383 -2.6919 1.8751 0.0 0.0 0.0 -1.099
C -4.1399 -3.2948 1.5774 0.0 0.0 0.0 -0.534
C -3.0125 -2.5193 1.2645 0.0 -0.2 -0.1 0.776
C -1.7251 -3.1306 1.2133 -0.1 0.0 -0.1 -1.257
N -0.6255 -2.4807 1.0017 0.4 -0.3 0.0 1.623
N 0.5039 -3.1554 1.4778 -0.2 0.0 0.1 -0.918
C 1.3304 -2.2770 1.9162 -0.1 0.1 0.2 -0.352
O 1.0652 -0.9656 1.7028 -0.2 -0.3 0.2 -0.549
C 2.5245 -2.6607 2.6777 0.0 0.2 -0.1 0.551
C 2.8242 -4.0112 2.8668 0.1 0.0 -0.1 -0.404
C 3.9616 -4.3653 3.5673 0.0 0.0 0.0 -0.911
C 4.7977 -3.3832 4.0911 0.0 0.0 0.0 -0.528
C 4.4882 -2.0425 3.9212 -0.1 0.0 0.0 -0.870
C 3.3516 -1.6810 3.2140 0.0 0.0 0.2 -0.159
H -4.3883 0.5653 1.6327 0.0 0.0 0.0 0.555
H -6.3389 -0.8154 2.1846 0.0 0.0 0.0 0.499
H -6.2051 -3.2878 2.1213 0.0 0.0 0.0 0.459
H -4.0423 -4.3730 1.6024 0.0 0.0 0.0 0.529
H -1.6194 -4.1716 1.5098 0.0 0.0 0.0 0.394
H 2.1691 -4.7688 2.4585 0.0 0.0 0.0 0.543
H 4.1959 -5.4106 3.7149 0.0 0.0 0.0 0.451
H 5.6854 -3.6676 4.6399 0.0 0.0 0.0 0.427
H 5.1282 -1.2774 4.3395 0.0 0.0 0.0 0.471
H 3.0956 -0.6389 3.0933 0.0 -0.1 0.0 0.635
O 0.3319 -0.3925 -3.6679 0.0 -0.1 -0.1 0.428
C 1.2580 0.6139 -3.5740 -0.1 -0.1 0.1 0.650
C 1.3337 1.6408 -4.5010 0.1 0.1 0.0 -1.115
C 2.3216 2.6045 -4.3629 0.0 0.0 0.0 -0.998
C 3.2150 2.5437 -3.3080 0.0 0.0 0.1 -1.260
C 3.1111 1.5222 -2.3765 0.0 0.0 0.0 -0.958
C 2.1313 0.5303 -2.4872 -0.2 0.0 0.1 0.942
P 1.8938 -0.6903 -1.1290 0.2 -0.2 -0.3 2.505
C 2.0976 -2.4412 -1.6529 -0.2 0.0 -0.1 0.336
C 2.6817 -3.3206 -0.7364 0.0 0.0 0.1 -0.230
C 2.7679 -4.6775 -1.0036 0.0 0.1 0.0 -0.927
C 2.2730 -5.1872 -2.1938 0.0 0.0 0.0 -1.030
C 1.6931 -4.3262 -3.1133 0.0 0.0 0.0 -0.633
C 1.5973 -2.9676 -2.8468 0.1 0.0 0.0 -0.871
C 3.4405 -0.4009 -0.2071 0.0 -0.1 -0.1 0.151
C 3.5161 0.4519 0.8850 0.0 0.1 0.0 0.272
C 4.7524 0.7243 1.4614 0.0 0.1 0.0 -0.621
C 5.9099 0.1670 0.9472 0.0 0.0 0.0 -0.980
C 5.8429 -0.6602 -0.1677 0.0 0.0 0.0 -1.088
C 4.6171 -0.9378 -0.7428 0.0 0.0 0.0 -0.228
C -0.7745 -0.1800 -4.4798 0.1 0.0 0.2 -2.112
C -0.7194 -0.4368 -5.8371 -0.1 0.0 0.0 -0.129
C -1.8605 -0.2159 -6.5943 0.0 0.0 0.0 -0.748
C -3.0226 0.2535 -5.9908 0.0 0.0 0.0 -1.083
C -3.0596 0.4757 -4.6238 0.0 0.0 0.0 -0.378
C -1.9261 0.2467 -3.8473 0.1 0.2 0.2 1.357
P -1.9852 0.2392 -2.0004 -0.1 -0.4 -0.3 3.285
C -3.1112 1.6466 -1.7332 0.0 0.0 0.0 0.338
C -2.6726 2.8589 -2.2767 0.0 0.0 0.0 -1.045
C -3.4133 4.0157 -2.1091 0.0 0.0 0.0 -0.564
C -4.6047 3.9824 -1.3904 0.0 0.0 0.0 -0.901
C -5.0451 2.7880 -0.8440 0.0 0.0 0.0 -0.841
C -4.3005 1.6241 -1.0141 0.0 0.0 0.0 -0.837
C -2.8622 -1.3742 -1.9109 0.0 0.1 0.0 1.237
C -4.2327 -1.6124 -1.9723 0.0 0.0 0.0 -0.632
C -4.7098 -2.9113 -2.0868 0.0 0.0 0.0 -0.807
C -3.8300 -3.9834 -2.1646 0.0 0.0 0.1 -0.887
C -2.4621 -3.7550 -2.1220 0.0 0.0 0.0 -0.712
C -1.9880 -2.4576 -1.9914 0.1 -0.1 0.0 -0.382
H 0.6442 1.6865 -5.3312 0.0 0.0 0.0 0.517
H 2.3927 3.3983 -5.0946 0.0 0.0 0.0 0.476
H 3.9922 3.2877 -3.2032 0.0 0.0 0.0 0.523
H 3.8040 1.5111 -1.5502 0.0 0.0 0.0 0.472
H 3.0915 -2.9553 0.1960 0.0 0.0 -0.1 0.520
H 3.2322 -5.3311 -0.2771 0.0 0.0 0.0 0.569
H 2.3474 -6.2449 -2.4080 0.0 0.0 0.0 0.416
H 1.3209 -4.7075 -4.0552 0.0 0.0 0.0 0.533
H 1.1543 -2.3260 -3.5868 0.0 0.1 0.0 0.525
H 2.6231 0.9043 1.3004 0.0 0.0 0.0 0.139
H 4.8026 1.3667 2.3273 0.0 0.1 0.1 0.623
H 6.8654 0.3770 1.4094 0.0 0.0 0.0 0.445
H 6.7430 -1.0868 -0.5889 0.0 0.0 0.0 0.466
H 4.5774 -1.5709 -1.6190 0.0 0.0 0.0 0.586
H 0.1998 -0.7866 -6.2884 0.0 0.0 0.0 0.586
H -1.8421 -0.4052 -7.6587 0.0 0.0 0.0 0.463
H -3.9054 0.4345 -6.5881 0.0 0.0 0.0 0.471
H -3.9759 0.8206 -4.1599 0.0 0.0 0.0 0.482
H -1.7492 2.8933 -2.8458 0.0 0.0 0.0 0.448
H -3.0725 4.9424 -2.5516 0.0 0.0 0.0 0.502
H -5.1908 4.8834 -1.2690 0.0 0.0 0.0 0.424
H -5.9782 2.7532 -0.2968 0.0 0.0 0.0 0.477
H -4.6605 0.7038 -0.5833 0.0 -0.1 0.0 0.553
H -4.9407 -0.7966 -1.9737 0.0 0.0 0.0 0.357
H -5.7768 -3.0835 -2.1380 0.0 0.0 0.0 0.524
H -4.2110 -4.9902 -2.2726 0.0 0.0 0.0 0.431
H -1.7631 -4.5780 -2.2040 0.0 0.0 0.0 0.632
H -0.9119 -2.2935 -2.0005 0.0 0.0 0.0 -0.539
O 0.0730 1.4021 0.7796 -0.1 0.1 0.3 -0.638
S -0.7576 2.7152 0.5632 0.1 -0.2 -0.2 1.067
C -2.1836 2.6041 1.6757 0.0 -0.1 0.0 0.752
C -1.8670 2.4801 3.1319 0.0 0.2 0.0 0.404
C -2.0857 3.5697 3.9736 0.0 0.0 0.0 -0.176
C -1.7783 3.4914 5.3243 0.0 0.0 0.0 -0.902
C -1.2489 2.3190 5.8449 0.0 0.0 0.0 -0.699
C -1.0405 1.2241 5.0142 0.0 0.1 0.0 -1.215
C -1.3508 1.3032 3.6658 0.1 -0.3 -0.1 0.503
C 0.1159 4.1250 1.3428 0.0 0.0 -0.1 -1.358
C 1.5043 3.9443 1.8744 0.0 0.0 0.0 0.285
C 1.6924 3.5983 3.2080 0.0 -0.1 0.0 0.152
C 2.9655 3.6339 3.7590 0.0 0.0 0.0 -0.787
C 4.0468 4.0253 2.9823 0.0 -0.1 -0.1 -0.676
C 3.8663 4.3387 1.6407 0.0 -0.1 0.0 -0.615
C 2.5981 4.2912 1.0856 0.0 0.0 0.0 -0.162
H -2.7556 1.7687 1.2796 0.0 0.1 0.0 -2.124
H -2.7231 3.5266 1.4405 0.0 0.0 0.0 0.981
H -2.5104 4.4845 3.5741 0.0 0.0 0.0 0.506
H -1.9590 4.3417 5.9675 0.0 0.0 0.0 0.432
H -1.0112 2.2534 6.8979 0.0 0.0 0.0 0.454
H -0.6396 0.3045 5.4184 0.0 0.0 0.0 0.515
H -1.1895 0.4331 3.0316 -0.1 0.2 0.2 0.478
H -0.5547 4.4458 2.1351 0.0 0.1 0.1 0.460
H 0.1084 4.8687 0.5451 0.0 0.0 0.0 0.751
H 0.8402 3.3398 3.8274 0.0 0.0 0.0 0.076
H 3.1062 3.3891 4.8032 0.0 0.0 0.0 0.480
H 5.0327 4.0913 3.4238 0.0 0.0 0.0 0.456
H 4.7098 4.6398 1.0343 0.0 0.0 0.0 0.448
H 2.4503 4.5761 0.0499 0.0 0.0 0.0 0.471